{
  "formula": "C29H62Cl2N2O12P4",
  "method": "ωB97M-V with the def2-TZVPD basis set",
  "smiles": "CC(C)CC[C@](Cl)(C#N)[C@](Cl)(C#N)P(C)C.CCOP(=O)(OCC)OCC.CCOP(=O)(OCC)OCC.CCOP(=O)(OCC)OCC",
  "molar_mass_da": 825.62,
  "charge": 0,
  "energy_ha": -4440.35441,
  "symbols": ["C", "C", "C", "C", "C", "C", "Cl", "C", "N", "C", "Cl", "C", "N", "P", "C", "C", "H", "H", "H", "H", "H", "H", "H", "H", "H", "H", "H", "H", "H", "H", "H", "H", "H", "O", "P", "O", "C", "C", "O", "C", "C", "O", "C", "C", "H", "H", "H", "H", "H", "H", "H", "H", "H", "H", "H", "H", "H", "H", "H", "O", "P", "O", "C", "C", "O", "C", "C", "O", "C", "C", "H", "H", "H", "H", "H", "H", "H", "H", "H", "H", "H", "H", "H", "H", "H", "O", "P", "O", "C", "C", "O", "C", "C", "O", "C", "C", "H", "H", "H", "H", "H", "H", "H", "H", "H", "H", "H", "H", "H", "H", "H"],
  "coordinates": [[5.036, -7.038, 3.121], [3.919, -6.488, 2.180], [2.863, -7.598, 1.983], [3.459, -5.107, 2.734], [1.954, -4.820, 2.879], [1.308, -4.958, 4.273], [0.023, -3.656, 4.362], [2.220, -4.631, 5.393], [3.137, -4.464, 6.066], [0.596, -6.313, 4.635], [-0.251, -6.030, 6.245], [1.579, -7.360, 4.958], [2.317, -8.221, 5.146], [-0.685, -7.014, 3.479], [-1.275, -5.929, 2.124], [-0.409, -8.761, 2.996], [5.926, -6.413, 2.996], [5.272, -8.076, 2.896], [4.685, -6.897, 4.145], [4.425, -6.335, 1.224], [1.849, -7.376, 2.307], [3.181, -8.490, 2.527], [2.860, -7.906, 0.933], [3.837, -4.363, 2.026], [4.035, -4.908, 3.641], [1.415, -5.376, 2.112], [1.807, -3.779, 2.592], [-2.172, -6.414, 1.726], [-0.579, -5.901, 1.278], [-1.575, -4.934, 2.433], [-1.068, -9.018, 2.165], [-0.739, -9.374, 3.835], [0.619, -9.059, 2.780], [1.927, -2.565, -0.493], [0.976, -1.521, -0.976], [1.679, -0.950, -2.337], [1.747, -1.797, -3.488], [0.404, -1.916, -4.186], [1.331, -0.319, 0.088], [1.887, -0.613, 1.369], [3.378, -0.341, 1.376], [-0.505, -0.919, -1.259], [-0.874, 0.458, -1.086], [-0.147, 1.433, -1.981], [2.126, -2.783, -3.203], [2.475, -1.347, -4.161], [-0.319, -2.442, -3.558], [0.506, -2.468, -5.122], [-0.011, -0.931, -4.399], [1.670, -1.639, 1.661], [1.393, 0.037, 2.096], [3.872, -0.821, 0.532], [3.835, -0.697, 2.301], [3.568, 0.730, 1.286], [-0.794, 0.743, -0.038], [-1.939, 0.498, -1.325], [0.901, 1.533, -1.701], [-0.604, 2.421, -1.902], [-0.189, 1.120, -3.023], [-2.189, 3.042, -4.615], [-3.626, 2.953, -5.055], [-3.502, 3.634, -6.549], [-2.920, 2.872, -7.608], [-3.869, 1.807, -8.130], [-4.117, 4.273, -4.188], [-3.483, 4.636, -2.958], [-2.525, 5.790, -3.169], [-5.191, 2.512, -5.244], [-6.317, 3.400, -5.174], [-6.348, 4.479, -6.231], [-1.980, 2.424, -7.273], [-2.683, 3.578, -8.404], [-4.054, 1.041, -7.371], [-3.451, 1.319, -9.011], [-4.835, 2.240, -8.389], [-2.977, 3.781, -2.511], [-4.274, 4.937, -2.266], [-1.846, 5.595, -3.998], [-1.937, 5.979, -2.269], [-3.077, 6.699, -3.420], [-6.407, 3.820, -4.174], [-7.189, 2.756, -5.309], [-5.573, 5.226, -6.069], [-7.313, 4.987, -6.199], [-6.209, 4.058, -7.226], [-0.440, 5.199, 0.832], [0.004, 4.759, 2.186], [0.297, 6.162, 2.975], [-0.808, 7.004, 3.316], [-1.595, 6.460, 4.495], [1.531, 4.274, 1.828], [1.885, 3.855, 0.508], [2.630, 4.958, -0.214], [-0.051, 3.810, 3.506], [1.097, 3.363, 4.243], [1.912, 4.462, 4.885], [-1.456, 7.139, 2.446], [-0.389, 7.977, 3.569], [-2.094, 5.523, 4.235], [-2.357, 7.175, 4.809], [-0.937, 6.250, 5.338], [1.005, 3.539, -0.050], [2.533, 2.981, 0.604], [2.095, 5.905, -0.153], [2.779, 4.705, -1.265], [3.607, 5.119, 0.245], [1.717, 2.718, 3.624], [0.692, 2.725, 5.031], [2.445, 5.055, 4.144], [2.652, 4.019, 5.553], [1.279, 5.134, 5.463]],
  "forces_ev_per_angstrom": [[-0.491, 0.999, -0.337], [0.541, -0.725, 0.684], [0.534, -0.254, -0.316], [0.391, -0.145, -0.660], [0.803, 0.219, -0.201], [-0.852, 0.335, 0.576], [0.031, -0.075, -0.198], [0.821, -0.222, -0.879], [-0.433, 0.112, 0.177], [0.496, -0.116, 0.105], [0.178, -0.216, -0.038], [0.015, 0.098, -0.429], [-0.134, 0.160, 0.059], [-2.503, 0.020, 1.122], [0.935, -0.631, -1.177], [0.755, -0.135, 0.114], [0.070, -0.182, 0.101], [0.083, 0.014, 0.135], [0.180, -0.489, 0.078], [-0.329, 0.174, -0.073], [0.041, 0.181, -0.155], [-0.195, 0.081, 0.111], [-0.360, 0.151, 0.028], [-0.169, 0.032, 0.055], [-0.409, 0.046, 0.159], [-0.246, -0.141, 0.363], [0.037, -0.021, 0.181], [0.027, -0.142, 0.312], [-0.094, 0.437, 0.047], [0.266, -0.040, 0.283], [0.090, 0.295, -0.089], [0.011, 0.161, 0.029], [-0.082, 0.083, -0.251], [-2.875, -1.989, -0.552], [3.584, 5.779, 0.528], [-0.558, -0.580, 0.324], [0.005, -0.109, -0.296], [-0.106, -0.045, 0.153], [-0.452, -0.298, -0.210], [0.371, 0.097, 0.125], [0.114, 0.097, -0.080], [0.085, -3.085, 0.002], [-0.648, 0.836, 0.230], [0.449, -0.069, -0.064], [0.027, 0.038, 0.051], [0.031, 0.093, 0.124], [0.005, -0.023, -0.051], [0.038, -0.001, 0.013], [0.057, 0.016, -0.050], [0.045, -0.037, -0.104], [-0.110, 0.053, -0.123], [-0.090, -0.169, 0.043], [-0.022, 0.023, 0.015], [-0.015, 0.014, 0.053], [0.234, -0.158, 0.013], [0.042, -0.329, -0.094], [0.007, -0.069, 0.011], [-0.151, -0.090, 0.034], [-0.088, 0.051, -0.013], [-0.440, -4.305, 0.134], [-1.059, 8.383, -0.659], [-0.090, -1.037, 0.122], [0.037, -0.061, -0.239], [-0.018, -0.070, 0.152], [-0.362, -0.503, 0.295], [0.194, 0.289, -0.039], [0.024, 0.167, -0.089], [1.914, -2.804, 0.209], [-0.911, 0.228, 0.259], [0.354, 0.126, -0.073], [0.012, 0.054, 0.024], [-0.024, 0.095, 0.099], [0.011, -0.027, -0.040], [0.021, 0.014, 0.011], [0.026, 0.038, -0.052], [0.061, -0.008, -0.102], [-0.099, -0.036, -0.101], [0.037, -0.176, 0.074], [-0.034, -0.009, 0.017], [-0.022, -0.003, 0.049], [0.256, 0.029, -0.009], [0.224, -0.248, -0.069], [0.029, -0.041, 0.010], [-0.048, -0.116, 0.070], [-0.057, -0.019, -0.003], [-2.919, -1.694, 1.097], [6.482, 2.111, 0.225], [-0.585, -0.615, -0.122], [-0.185, 0.203, 0.135], [-0.029, -0.175, -0.078], [-0.460, -0.225, 0.324], [0.218, 0.207, -0.305], [0.122, 0.147, 0.054], [-2.649, 0.171, -1.422], [0.458, -0.606, 0.516], [0.033, 0.291, -0.224], [0.058, -0.015, -0.031], [0.130, -0.060, -0.060], [-0.037, 0.038, 0.022], [0.017, 0.018, -0.028], [0.014, 0.077, 0.014], [-0.059, 0.120, 0.032], [-0.042, -0.021, 0.185], [-0.170, -0.090, -0.067], [0.008, -0.029, 0.014], [0.013, -0.050, -0.023], [-0.037, 0.176, -0.210], [-0.282, 0.095, -0.108], [-0.042, 0.002, -0.027], [-0.079, -0.107, -0.003], [-0.004, -0.040, 0.043]],
  "mulliken_charge": [-1.8192, 0.6967, -0.9152, -1.2602, 0.3586, 0.9321, -0.1308, -0.1794, -0.5465, 1.1811, -0.1044, -0.3026, -0.4719, -0.0504, -1.1075, -0.9977, 0.4091, 0.4283, 0.4133, 0.5161, -0.4020, 0.4681, 0.3239, 0.2744, 0.6746, 0.2065, -0.7801, 0.4235, 0.3479, 0.3374, 0.4146, 0.3577, 0.3130, -0.8196, 1.1457, -0.2676, -0.3704, -0.8758, -0.4761, 0.7462, -1.2138, -0.3983, -0.2121, -0.5589, 0.2725, 0.3098, 0.2705, 0.4091, 0.1392, -0.5158, 0.2838, 0.3371, 0.4130, 0.2279, 0.2163, 0.3412, 0.2040, 0.3613, 0.0081, -0.7750, 1.3519, -0.2943, -0.3495, -0.9511, -0.4272, -0.1191, -1.1433, -0.4428, -0.1846, -0.9077, 0.2714, 0.3090, 0.2746, 0.4048, 0.1934, 0.0998, 0.3343, 0.2708, 0.3297, 0.3504, 0.2265, 0.3583, 0.2558, 0.4030, 0.1714, -0.7765, 1.1833, -0.2874, -0.3530, -0.9360, -0.4261, 0.4261, -1.3631, -0.3438, 0.0599, -1.0314, 0.2724, 0.3169, 0.2720, 0.4045, 0.1867, 0.0641, -0.0072, 0.3368, 0.3820, 0.3300, 0.0420, 0.3851, 0.2606, 0.4405, 0.1646]
}